# 1
Computed, not measured: a molecular structure, C36H24Cl2N4O2PRu, with ωB97M-V/def2-TZVPD.

- ⟨S²⟩: 0.758
- Multiplicity: 2
- Lowest unoccupied orbital energy (alpha / beta): -0.00619 / -0.02239 Ha
- HOMO (alpha / beta): -0.259 / -0.277 Ha

XYZ file:
```
70
Properties=species:S:1:pos:R:3:nbo_charge:R:1
Ru 0.063 0.208 0.050 0.723
Cl 2.608 5.874 -2.821 0.011
C 1.484 4.644 -2.341 -0.075
C 1.981 3.382 -2.043 -0.239
C 1.096 2.396 -1.632 0.115
N 1.409 1.083 -1.220 -0.582
C 2.555 0.529 -1.646 0.616
O 3.348 0.962 -2.474 -0.630
C 2.844 -0.757 -0.945 0.146
C 4.132 -1.262 -1.016 -0.210
C 4.452 -2.381 -0.279 -0.146
C 3.453 -2.953 0.490 -0.245
C 2.193 -2.389 0.490 0.063
N 1.854 -1.298 -0.216 -0.425
C -0.270 2.667 -1.537 0.213
C -0.765 3.921 -1.856 -0.255
C 0.124 4.911 -2.252 -0.058
Cl -0.510 6.480 -2.628 0.011
N -1.010 1.577 -1.024 -0.599
C -2.302 1.451 -1.368 0.612
O -2.923 2.075 -2.219 -0.624
C -3.016 0.485 -0.475 0.138
C -4.401 0.472 -0.489 -0.213
C -5.072 -0.245 0.479 -0.148
C -4.317 -0.909 1.429 -0.252
C -2.936 -0.871 1.348 0.059
N -2.265 -0.208 0.395 -0.421
H 3.034 3.180 -2.141 0.262
H 4.837 -0.738 -1.644 0.258
H 5.452 -2.795 -0.296 0.223
H 3.633 -3.830 1.095 0.225
H 1.421 -2.851 1.079 0.214
H -1.821 4.132 -1.810 0.254
H -4.897 1.056 -1.252 0.258
H -6.153 -0.266 0.509 0.224
H -4.779 -1.456 2.239 0.226
H -2.357 -1.400 2.082 0.219
C 5.155 1.649 1.719 -0.224
C 4.367 2.567 1.037 -0.143
C 2.991 2.547 1.191 -0.221
C 2.387 1.611 2.030 -0.330
C 3.183 0.699 2.716 -0.219
C 4.563 0.715 2.556 -0.213
P 0.564 1.593 2.098 1.005
C 0.082 2.944 3.206 -0.268
C -1.094 3.643 2.955 -0.214
C -1.506 4.647 3.820 -0.196
C -0.740 4.959 4.933 -0.197
C 0.440 4.271 5.183 -0.211
C 0.854 3.267 4.322 -0.210
C 0.193 0.040 2.907 -0.463
C -0.025 -0.337 4.226 -0.145
C -0.335 -1.665 4.484 -0.243
C -0.450 -2.569 3.432 -0.204
C -0.293 -2.156 2.113 -0.329
C 0.028 -0.828 1.834 0.009
H 6.231 1.662 1.596 0.215
H 4.822 3.290 0.372 0.214
H 2.381 3.248 0.632 0.231
H 2.725 -0.044 3.358 0.221
H 5.173 -0.006 3.085 0.214
H -1.684 3.404 2.078 0.225
H -2.420 5.191 3.618 0.219
H -1.057 5.747 5.604 0.217
H 1.042 4.521 6.047 0.218
H 1.784 2.742 4.507 0.222
H 0.058 0.384 5.032 0.215
H -0.493 -1.999 5.502 0.217
H -0.707 -3.601 3.641 0.215
H -0.478 -2.864 1.311 0.219
```

---

# 2
Computed, not measured: a molecular structure, C36H24Cl3F5N6O3S3Sn, with ωB97M-V/def2-TZVPD.

- Lowest unoccupied orbital energy: 0.13452 Ha
- Total charge: -2
- HOMO: -0.096 Ha
- ΔE to the lowest compared entry with this formula, charge and spin: 24.3 kcal/mol

XYZ file:
```
81
Properties=species:S:1:pos:R:3:mulliken_charge:R:1
Sn -0.004 -1.417 -0.122 0.763
C 5.242 0.276 1.933 -1.056
N 4.340 0.867 0.971 0.270
C 3.641 2.047 1.167 -0.795
C 2.869 2.237 0.094 -0.400
N 3.086 1.167 -0.766 0.524
C 4.030 0.312 -0.237 0.101
S 4.777 -1.014 -0.935 -0.428
C 2.370 1.004 -1.986 0.148
C 2.097 2.124 -2.761 -0.795
C 1.411 1.936 -3.947 -0.408
C 1.045 0.654 -4.317 -0.409
C 1.355 -0.385 -3.456 -0.429
N 2.002 -0.215 -2.306 -0.004
H 6.119 0.911 2.075 0.331
H 5.557 -0.686 1.540 0.307
H 4.726 0.133 2.882 0.347
H 3.738 2.623 2.070 0.517
H 2.126 2.983 -0.118 0.390
H 2.422 3.107 -2.448 0.525
H 1.166 2.786 -4.573 0.372
H 0.510 0.461 -5.236 0.430
H 1.053 -1.402 -3.679 0.388
Cl -3.126 -0.900 -0.285 0.002
C -3.840 -1.680 1.084 0.453
C -5.215 -1.841 1.070 -0.767
C -5.864 -2.411 2.152 -0.357
C -5.119 -2.798 3.253 -0.700
C -3.744 -2.634 3.247 0.138
Cl -2.890 -3.135 4.688 -0.258
C -3.029 -2.097 2.157 -0.098
S -1.291 -1.989 2.203 -0.152
H -5.770 -1.508 0.203 0.401
H -6.938 -2.547 2.139 0.331
H -5.591 -3.230 4.125 0.389
O 0.479 0.851 1.259 -0.624
S -0.772 1.313 1.990 0.877
C -0.568 3.128 2.120 -0.409
C -0.139 3.499 3.541 -0.672
C 0.556 2.271 4.133 -0.253
C -0.314 1.090 3.741 -0.831
H -1.506 3.576 1.800 0.458
H 0.189 3.352 1.371 -0.141
H -1.017 3.745 4.144 0.298
H 0.515 4.375 3.541 0.356
H 0.672 2.359 5.216 0.444
H 1.550 2.144 3.697 -0.073
H -1.246 1.052 4.314 0.423
H 0.178 0.121 3.800 0.231
Cl -3.141 5.827 -5.711 -0.267
C -2.636 4.672 -4.488 0.460
C -2.250 5.135 -3.240 -0.725
C -1.879 4.212 -2.271 -0.171
C -1.870 2.849 -2.544 0.288
C -2.240 2.416 -3.811 -0.046
C -2.636 3.321 -4.788 -0.821
C -1.524 1.833 -1.456 0.036
O -0.993 0.781 -1.858 -0.412
O -1.804 2.172 -0.285 -0.752
H -2.259 6.196 -3.030 0.401
H -1.605 4.538 -1.275 0.381
H -2.218 1.354 -4.020 0.468
H -2.948 2.984 -5.768 0.400
N -0.969 -3.296 -1.436 -0.420
C -1.117 -3.924 -2.397 0.354
C -1.331 -4.663 -3.571 -0.039
C -0.490 -5.751 -3.922 0.169
N 0.178 -6.637 -4.246 -0.554
C -2.395 -4.318 -4.445 0.160
N -3.253 -4.056 -5.173 -0.564
F 2.323 -1.017 2.281 0.010
C 2.316 -2.364 2.073 0.566
C 1.544 -2.904 1.073 -1.013
C 1.608 -4.276 0.984 1.006
F 0.898 -4.944 0.049 -0.318
C 2.381 -5.068 1.817 -0.108
F 2.402 -6.410 1.700 -0.338
C 3.151 -4.469 2.796 0.896
F 3.921 -5.214 3.613 -0.348
C 3.122 -3.095 2.926 -0.479
F 3.878 -2.499 3.875 -0.374
```

---

# 3
Computed, not measured: a molecular structure, C36H24Cl4CrN6O6, with ωB97M-V/def2-TZVPD.

- ⟨S²⟩: 6.041
- Multiplicity: 5
- Lowest unoccupied orbital energy (alpha / beta): 0.14918 / 0.13444 Ha
- Total charge: -2
- HOMO (alpha / beta): -0.058 / -0.095 Ha
- ΔE to the lowest compared entry with this formula, charge and spin: 0.0 kcal/mol

XYZ file:
```
77
Properties=species:S:1:pos:R:3:mulliken_charge:R:1
Cr -1.588 0.393 -2.369 -0.292
Cl -4.801 6.384 -2.502 -0.251
C -3.569 5.159 -2.538 0.235
C -2.236 5.509 -2.643 0.250
Cl -1.776 7.181 -2.765 -0.253
C -1.249 4.505 -2.655 0.162
Cl 0.438 4.909 -2.763 -0.250
C -1.584 3.162 -2.572 0.081
O -0.719 2.178 -2.571 -0.461
C -2.964 2.798 -2.476 0.306
O -3.223 1.515 -2.405 -0.749
C -3.925 3.798 -2.453 0.147
Cl -5.589 3.313 -2.316 -0.243
O 2.797 3.876 2.902 -0.569
C 1.710 3.216 3.385 0.690
O 1.538 3.212 4.576 -0.640
C 0.835 2.556 2.396 0.986
C -0.403 2.077 2.825 -0.553
C -1.263 1.428 1.966 -0.984
C -0.910 1.198 0.617 0.325
C 0.333 1.704 0.182 -1.192
C 1.172 2.362 1.049 -0.168
N -1.684 0.488 -0.266 1.290
C -2.723 -0.250 0.157 -0.779
C -3.344 -1.134 -0.745 0.533
C -4.378 -2.017 -0.374 -1.103
C -4.804 -2.970 -1.261 -0.166
C -4.214 -3.044 -2.532 -1.050
C -3.253 -2.111 -2.858 -0.323
N -2.836 -1.170 -2.017 0.677
H 2.768 3.865 1.939 0.370
H -0.677 2.240 3.860 0.417
H -2.228 1.113 2.338 0.387
H 0.620 1.554 -0.848 0.366
H 2.127 2.696 0.652 0.011
H -3.034 -0.273 1.193 0.160
H -4.808 -1.931 0.616 0.428
H -5.587 -3.663 -0.979 0.391
H -4.496 -3.802 -3.250 0.415
H -2.796 -2.106 -3.838 0.396
C 2.608 -0.471 5.225 -1.428
C 2.283 -1.699 4.409 0.959
C 2.086 -2.917 5.051 -0.878
C 1.723 -4.044 4.328 -0.763
C 1.612 -3.969 2.952 -0.771
C 1.843 -2.766 2.280 -0.519
N 1.712 -2.785 0.872 -0.062
C 2.542 -2.107 -0.012 -0.361
C 3.917 -2.012 0.244 -0.676
C 4.765 -1.403 -0.661 -0.571
C 4.269 -0.860 -1.841 -0.807
C 2.906 -0.919 -2.084 -0.481
C 2.033 -1.539 -1.196 0.870
C 0.549 -1.478 -1.463 0.878
O -0.202 -2.285 -0.905 -0.928
O 0.202 -0.489 -2.207 -0.303
C 2.136 -1.602 3.016 1.284
C 2.214 -0.249 2.355 0.107
H 2.793 -0.738 6.266 0.386
H 1.784 0.248 5.202 0.300
H 3.490 0.046 4.839 0.304
H 2.198 -2.976 6.129 0.327
H 1.546 -4.986 4.836 0.368
H 1.358 -4.842 2.362 0.483
H 0.773 -2.902 0.491 0.484
H 4.303 -2.431 1.167 0.452
H 5.828 -1.354 -0.447 0.371
H 4.935 -0.385 -2.551 0.395
H 2.482 -0.467 -2.971 0.494
H 3.244 0.031 2.111 0.274
H 1.804 0.522 3.007 -0.116
H 1.643 -0.224 1.429 -0.609
N -0.403 -2.894 -7.603 -0.624
C -0.706 -1.910 -7.060 0.494
N -1.064 -0.762 -6.547 -0.817
C -1.300 -0.380 -5.356 0.954
N -1.581 0.078 -4.321 -0.466
```

---

# 4
Computed, not measured: a molecular structure, C36H24Cl5FN3OOsPSe, with ωB97M-V/def2-TZVPD.

- ⟨S²⟩: 6.062
- Multiplicity: 5
- Lowest unoccupied orbital energy (alpha / beta): -0.05154 / -0.06131 Ha
- HOMO (alpha / beta): -0.249 / -0.287 Ha

XYZ file:
```
73
Properties=species:S:1:pos:R:3:mulliken_charge:R:1
Os 0.129 0.259 -0.208 3.165
Cl -4.240 -5.055 2.624 -0.195
C -3.192 -4.035 1.717 0.270
C -3.012 -2.705 2.079 -0.022
Cl -3.851 -2.075 3.441 -0.195
C -2.162 -1.880 1.346 0.540
Cl -1.988 -0.223 1.818 -0.218
C -1.455 -2.359 0.232 -0.747
O -0.648 -1.640 -0.512 -0.503
C -1.668 -3.708 -0.120 0.261
Cl -0.827 -4.302 -1.504 -0.183
C -2.513 -4.532 0.604 0.212
Cl -2.726 -6.171 0.133 -0.190
C 6.435 -1.919 -0.965 -0.475
C 5.535 -1.772 0.083 -0.636
C 4.305 -1.172 -0.136 -0.436
C 3.981 -0.702 -1.410 -0.021
C 4.882 -0.856 -2.461 -0.302
C 6.108 -1.467 -2.236 -0.662
P 2.386 0.127 -1.590 0.502
C 1.907 -0.123 -3.320 0.491
C 1.601 -1.431 -3.706 -0.407
C 1.138 -1.696 -4.984 -0.629
C 0.937 -0.652 -5.880 -0.447
C 1.226 0.650 -5.499 -0.785
C 1.724 0.915 -4.229 -0.426
C 2.755 1.893 -1.449 0.023
C 4.002 2.439 -1.464 -0.308
C 4.199 3.820 -1.254 -0.897
C 3.091 4.663 -1.009 -0.697
C 1.829 4.170 -0.945 -1.084
C 1.526 2.718 -1.130 0.753
H 7.392 -2.395 -0.793 0.382
H 5.788 -2.136 1.071 0.415
H 3.586 -1.067 0.670 0.411
H 4.620 -0.503 -3.451 0.450
H 6.809 -1.589 -3.052 0.413
H 1.715 -2.242 -2.992 0.361
H 0.915 -2.715 -5.276 0.418
H 0.554 -0.855 -6.872 0.391
H 1.074 1.465 -6.196 0.427
H 1.977 1.931 -3.949 0.406
H 4.868 1.806 -1.628 0.408
H 5.200 4.227 -1.273 0.400
H 3.256 5.722 -0.852 0.401
H 0.993 4.825 -0.732 0.463
H 0.849 2.637 -2.001 0.057
F 1.214 -0.288 1.286 -0.709
Se -1.677 -0.763 -2.795 0.493
N -1.184 0.660 -1.797 -0.654
C -1.755 1.751 -2.304 0.969
C -1.669 3.074 -1.787 -0.109
C -2.324 4.068 -2.439 -0.754
C -3.095 3.830 -3.619 -0.615
C -3.217 2.581 -4.132 -0.783
C -2.550 1.503 -3.479 0.320
N -2.614 0.242 -3.882 -0.818
H -1.091 3.241 -0.887 0.406
H -2.273 5.078 -2.053 0.460
H -3.591 4.667 -4.093 0.383
H -3.803 2.364 -5.015 0.485
N 0.766 2.122 -0.016 -0.108
C 0.985 2.639 1.286 -0.300
C 2.266 2.717 1.837 0.200
C 2.451 3.209 3.118 -0.874
C 1.362 3.614 3.879 -0.524
C 0.086 3.523 3.345 -0.822
C -0.101 3.044 2.056 -0.167
H 3.112 2.376 1.252 0.347
H 3.450 3.261 3.533 0.416
H 1.507 3.990 4.884 0.389
H -0.771 3.830 3.933 0.417
H -1.100 2.970 1.639 0.395
```

---

# 5
Computed, not measured: 3 unconnected molecules or ions with the total composition C36H25ClO7, with ωB97M-V/def2-TZVPD.

- Lowest unoccupied orbital energy: -0.04962 Ha
- HOMO: -0.355 Ha
- SMILES: O=C1c2ccccc2C(=O)c2ccccc21.O=C1c2ccccc2C(=O)c2ccccc21.CC(C)CC1=C(Cl)C(=O)OC1=O

XYZ file:
```
69
Properties=species:S:1:pos:R:3:nbo_charge:R:1
O 1.108 -0.592 -2.918 -0.553
C 1.033 -0.982 -1.768 0.547
C -0.219 -0.803 -0.990 -0.148
C -1.316 -0.204 -1.596 -0.152
C -2.501 -0.062 -0.893 -0.187
C -2.595 -0.518 0.418 -0.187
C -1.499 -1.101 1.030 -0.175
C -0.308 -1.241 0.333 -0.063
C 0.865 -1.856 1.016 0.534
O 0.803 -2.192 2.181 -0.537
C 2.114 -2.052 0.228 -0.141
C 3.210 -2.653 0.832 -0.155
C 4.367 -2.869 0.104 -0.189
C 4.435 -2.485 -1.231 -0.187
C 3.350 -1.875 -1.835 -0.184
C 2.187 -1.651 -1.108 -0.055
H -1.241 0.146 -2.616 0.241
H -3.355 0.402 -1.367 0.223
H -3.524 -0.415 0.962 0.222
H -1.557 -1.451 2.049 0.234
H 3.152 -2.953 1.868 0.236
H 5.219 -3.340 0.575 0.221
H 5.338 -2.662 -1.800 0.221
H 3.401 -1.573 -2.871 0.238
O -0.926 5.237 -7.434 -0.527
C -0.747 5.180 -6.235 0.554
C -0.115 3.987 -5.609 -0.155
C 0.294 2.933 -6.416 -0.154
C 0.915 1.831 -5.852 -0.196
C 1.134 1.774 -4.478 -0.188
C 0.713 2.817 -3.669 -0.185
C 0.084 3.922 -4.227 -0.066
C -0.377 5.023 -3.337 0.521
O -0.254 4.945 -2.132 -0.530
C -0.990 6.227 -3.965 -0.056
C -1.395 7.282 -3.157 -0.177
C -1.940 8.419 -3.727 -0.195
C -2.082 8.509 -5.108 -0.193
C -1.691 7.456 -5.917 -0.155
C -1.149 6.310 -5.350 -0.153
H 0.128 2.981 -7.483 0.236
H 1.234 1.012 -6.483 0.217
H 1.629 0.920 -4.040 0.250
H 0.875 2.776 -2.601 0.234
H -1.279 7.209 -2.085 0.237
H -2.252 9.241 -3.097 0.218
H -2.500 9.402 -5.552 0.218
H -1.804 7.520 -6.990 0.238
C 2.012 -4.981 5.748 -0.598
C 0.862 -4.005 5.445 -0.213
C 0.650 -3.143 6.682 -0.609
C -0.386 -4.807 4.992 -0.451
C -1.677 -4.449 5.632 -0.086
C -2.368 -3.326 5.582 -0.125
Cl -2.001 -1.906 4.757 0.098
C -3.618 -3.514 6.405 0.751
O -4.318 -2.647 6.834 -0.494
O -3.750 -4.853 6.605 -0.493
C -2.469 -5.405 6.450 0.771
O -2.139 -6.458 6.931 -0.496
H 1.644 -5.866 6.250 0.203
H 2.578 -5.240 4.865 0.210
H 2.684 -4.508 6.451 0.207
H 1.189 -3.420 4.597 0.222
H 0.304 -3.768 7.498 0.203
H -0.031 -2.322 6.526 0.210
H 1.603 -2.706 6.941 0.215
H -0.537 -4.763 3.922 0.244
H -0.208 -5.848 5.227 0.234
```

---

# 6
Computed, not measured: a molecular structure, C36H26BF4N4O4S3Ti, with ωB97M-V/def2-TZVPD.

- Lowest unoccupied orbital energy: 0.06212 Ha
- Total charge: -1
- HOMO: -0.181 Ha
- ΔE to the lowest compared entry with this formula, charge and spin: 1.0 kcal/mol

XYZ file:
```
79
Properties=species:S:1:pos:R:3:mulliken_charge:R:1
Ti 0.984 0.006 -0.370 -0.597
O 2.650 -0.857 -0.089 -0.535
C 3.177 -1.425 0.977 0.216
C 4.378 -0.965 1.524 -0.261
C 4.919 -1.614 2.620 -0.681
C 4.294 -2.724 3.185 -0.718
C 3.105 -3.177 2.648 -0.649
C 2.530 -2.531 1.554 0.817
C 1.251 -2.964 1.030 -0.633
N 0.567 -2.319 0.171 0.466
C -0.728 -2.863 -0.219 -1.618
C -1.683 -1.688 -0.314 -0.005
N -0.965 -0.700 -1.097 1.293
C -1.535 -0.215 -2.136 0.482
C -0.851 0.549 -3.154 -0.425
C -1.605 1.150 -4.165 -0.439
C -0.983 1.747 -5.242 -0.833
C 0.408 1.700 -5.338 -0.544
C 1.170 1.092 -4.361 -0.453
C 0.551 0.545 -3.235 0.425
O 1.289 0.028 -2.254 -0.289
H 4.857 -0.105 1.074 0.522
H 5.845 -1.247 3.045 0.417
H 4.731 -3.219 4.042 0.392
H 2.596 -4.031 3.082 0.368
H 0.862 -3.905 1.435 0.263
H -1.080 -3.628 0.481 0.487
H -0.619 -3.318 -1.208 0.388
H -1.909 -1.266 0.665 -0.295
H -2.627 -1.967 -0.790 0.436
H -2.579 -0.458 -2.336 0.160
H -2.685 1.145 -4.076 0.585
H -1.568 2.237 -6.007 0.408
H 0.902 2.152 -6.189 0.379
H 2.250 1.061 -4.426 0.435
S 3.110 3.280 2.119 -0.504
C 3.878 3.324 0.563 1.150
C 4.923 4.131 0.124 -0.652
C 5.381 3.950 -1.166 -0.629
C 4.809 2.984 -2.004 -0.780
C 3.767 2.191 -1.574 -0.390
C 3.297 2.371 -0.275 -1.388
N 2.270 1.662 0.324 1.964
C 2.074 2.012 1.559 0.761
C 1.130 1.280 2.392 0.238
C 0.961 1.628 3.731 -0.918
C 0.155 0.852 4.541 -1.090
C -0.454 -0.271 4.001 -0.809
C -0.282 -0.594 2.661 -0.299
C 0.495 0.174 1.795 1.575
H 5.363 4.877 0.772 0.420
H 6.192 4.565 -1.534 0.386
H 5.185 2.868 -3.012 0.418
H 3.301 1.455 -2.213 0.279
H 1.456 2.502 4.140 0.441
H 0.007 1.116 5.580 0.387
H -1.083 -0.894 4.625 0.455
H -0.799 -1.475 2.301 0.028
O -4.708 -1.178 -2.731 -0.647
S -5.479 -0.498 -1.707 1.201
O -6.748 0.043 -2.118 -0.736
N -4.555 0.583 -0.937 -0.510
C -4.292 0.229 0.313 0.468
S -3.301 1.011 1.400 -0.308
C -4.976 -1.061 0.715 0.237
C -4.942 -1.720 1.933 -0.406
C -5.640 -2.914 2.057 -0.651
C -6.361 -3.442 0.986 -0.398
C -6.396 -2.781 -0.235 -0.774
C -5.694 -1.596 -0.333 0.019
H -4.379 -1.288 2.751 0.476
H -5.629 -3.446 3.001 0.383
H -6.899 -4.374 1.111 0.373
H -6.951 -3.175 -1.077 0.440
F -0.141 1.701 -0.553 -0.184
B -0.022 3.176 -1.053 0.027
F -1.231 3.472 -1.594 -0.324
F 1.006 3.146 -1.975 -0.334
F 0.305 3.900 0.070 -0.357
```

---

Number 1: strongest force on any atom 1.068 eV/A, E -84693.5120 eV. Number 2: strongest force on any atom 0.634 eV/A, E -142298.7442 eV. Number 3: strongest force on any atom 1.538 eV/A, E -137466.1553 eV. Number 4: strongest force on any atom 0.357 eV/A, E -186669.6841 eV. Number 5: strongest force on any atom 1.735 eV/A, E -64593.6306 eV. Number 6: strongest force on any atom 1.572 eV/A, E -119084.5264 eV.